# 1
A single C16H18N2O4S molecule. Source: the OMol25 dataset; level of theory: the ωB97M-V functional and the def2-TZVPD basis.

## Properties
M in u: 334.40
Charge: 0
HOMO level in eV: -8.58
LUMO in eV: 0.26
ΔE to the lowest compared entry with this formula, charge and spin in kcal per mole: 22.9

Structure (XYZ):
```
41
Properties=species:S:1:pos:R:3:forces:R:3
C 0.070 -3.108 2.432 0.122 0.047 -0.023
C 0.210 -1.657 2.716 -0.028 0.638 0.159
N 1.354 -1.143 3.085 0.466 -1.149 -0.137
O 1.162 0.184 3.288 -0.330 0.775 0.032
C -0.116 0.494 3.046 -0.618 -0.834 -0.158
C -0.559 1.898 3.185 0.200 -0.091 -0.124
C -0.791 -0.645 2.678 0.553 0.534 0.403
C -2.212 -0.769 2.291 0.049 0.303 -0.489
S -2.521 -0.054 0.616 -0.373 -0.277 0.109
C -1.521 -1.188 -0.327 -0.159 0.401 0.223
C -1.964 -2.496 -0.470 0.073 -0.079 -0.128
C -1.222 -3.411 -1.194 -0.017 -0.020 -0.013
C -0.035 -3.020 -1.794 0.024 -0.040 0.003
C 0.397 -1.713 -1.678 0.001 0.079 -0.006
C -0.339 -0.783 -0.946 -0.075 -0.313 0.028
C 0.166 0.611 -0.825 -0.010 0.082 0.389
O 0.099 1.299 0.158 0.228 0.024 -0.267
O 0.737 1.004 -1.974 0.042 0.000 -0.352
C 1.302 2.319 -1.997 0.180 0.745 0.278
C 0.223 3.371 -2.252 0.103 -0.289 0.118
C 2.356 2.399 -3.107 -0.328 -0.372 0.314
N 2.201 1.486 -4.083 -0.036 -0.355 -0.394
O 3.215 3.248 -3.108 0.159 0.360 0.131
H -0.737 -3.532 3.028 -0.030 -0.088 0.009
H -0.155 -3.270 1.379 -0.005 -0.060 -0.011
H 1.001 -3.609 2.678 0.035 -0.101 0.016
H -0.651 2.337 2.192 -0.023 0.071 -0.020
H -1.529 1.943 3.675 -0.035 0.040 0.073
H 0.175 2.460 3.755 -0.021 0.098 0.086
H -2.537 -1.808 2.276 -0.077 0.040 0.130
H -2.859 -0.184 2.944 -0.098 -0.108 0.038
H -2.897 -2.788 -0.012 -0.092 -0.001 0.029
H -1.572 -4.428 -1.293 -0.025 -0.090 -0.016
H 0.550 -3.733 -2.354 0.061 -0.055 -0.043
H 1.323 -1.402 -2.137 0.066 0.010 -0.066
H 1.785 2.518 -1.033 0.002 -0.088 -0.284
H -0.297 3.156 -3.184 -0.033 0.012 -0.092
H -0.494 3.370 -1.435 -0.021 0.018 0.033
H 0.690 4.350 -2.319 0.034 0.082 -0.015
H 1.484 0.784 -4.021 0.064 -0.002 -0.011
H 2.851 1.474 -4.851 -0.030 0.049 0.047
```
Positions in Å, forces in eV/Å.

Atom charges from the Mulliken analysis, given in e for atoms 1 to 4:
1 C -1.02
2 C 0.61
3 N -0.77
4 O -0.17

# 2
A 2-piece molecular cluster, C3H10S2 overall. Source: the OMol25 dataset; level of theory: the ωB97M-V functional and the def2-TZVPD basis.

## Properties
M in u: 110.25
Charge: 0
HOMO level in eV: -8.64
LUMO in eV: 0.87
ΔE to the lowest compared entry with this formula, charge and spin in kcal per mole: 8.4

Structure (XYZ):
```
15
Properties=species:S:1:pos:R:3:forces:R:3
C -0.745 1.421 -1.226 0.735 -0.047 0.578
S -0.645 1.601 0.583 -0.414 -0.042 -0.288
C 1.110 1.929 0.705 0.126 -0.287 0.121
H 0.037 0.722 -1.511 -0.166 -0.342 -0.173
H -0.480 2.364 -1.682 -0.325 0.317 -0.225
H -1.721 1.055 -1.526 -0.016 0.084 0.006
H 1.696 1.083 0.357 0.028 -0.254 0.072
H 1.419 2.776 0.108 -0.090 0.437 0.002
H 1.320 2.099 1.760 0.109 0.090 -0.101
C 0.073 -2.808 0.517 -0.514 0.290 -0.238
S -1.473 -2.360 -0.336 -0.010 0.100 -0.037
H 0.458 -3.644 -0.056 0.204 -0.110 0.164
H 0.769 -1.980 0.501 0.178 0.065 -0.097
H -0.141 -3.081 1.540 0.083 -0.235 0.177
H -1.675 -1.176 0.265 0.072 -0.066 0.039
```
Positions in Å, forces in eV/Å.

Atom charges from the Mulliken analysis, given in e for atoms 1 to 4:
1 C -0.85
2 S -0.07
3 C -0.83
4 H 0.26

# 3
A single C6H10O molecule. Source: the OMol25 dataset; level of theory: the ωB97M-V functional and the def2-TZVPD basis.

## Properties
M in u: 98.14
Charge: 0
HOMO level in eV: -9.19
LUMO in eV: 0.99
ΔE to the lowest compared entry with this formula, charge and spin in kcal per mole: 0.5

Structure (XYZ):
```
17
Properties=species:S:1:pos:R:3:forces:R:3
C -1.873 -0.968 -0.710 -0.036 -0.018 -0.021
C -0.568 -0.296 -0.419 0.067 0.124 -0.073
C 0.091 0.581 -1.174 -0.066 -0.100 0.068
C 1.386 1.048 -0.562 0.021 0.034 -0.008
C 1.435 0.312 0.798 0.021 -0.027 0.062
C 0.152 -0.553 0.890 0.201 -0.129 -0.224
O -0.665 -0.260 2.018 -0.089 0.259 0.030
H -2.585 -0.779 0.101 0.079 -0.041 -0.129
H -1.745 -2.056 -0.773 -0.007 0.149 0.021
H -2.307 -0.618 -1.651 0.070 -0.041 0.148
H -0.247 0.929 -2.149 0.025 -0.065 0.150
H 1.412 2.140 -0.454 -0.010 -0.154 -0.009
H 2.242 0.787 -1.198 -0.125 0.016 0.096
H 2.333 -0.306 0.886 -0.137 0.082 -0.015
H 1.451 1.010 1.642 -0.008 -0.093 -0.119
H 0.386 -1.618 1.012 -0.012 0.139 -0.049
H -0.949 0.660 1.930 0.004 -0.135 0.072
```
Positions in Å, forces in eV/Å.

Atom charges from the Mulliken analysis, given in e for atoms 1 to 4:
1 C -1.28
2 C 0.32
3 C -0.42
4 C -0.50

# 4
C25H32N5O4PtSSb as an isolated structure. Source: the OMol25 dataset; level of theory: the ωB97M-V functional and the def2-TZVPD basis.

## Properties
M in u: 815.47
Multiplicity: 3
Charge: 0
⟨S²⟩: 2.012
HOMO level (spin up / spin down) in eV: -5.77 / -7.65
LUMO (spin up / spin down) in eV: -0.18 / -0.95
ΔE to the lowest compared entry with this formula, charge and spin in kcal per mole: 0.0

Structure (XYZ):
```
69
Properties=species:S:1:pos:R:3:forces:R:3
Pt -1.877 -0.027 0.737 -0.358 -0.766 0.339
C -7.389 -0.148 0.219 -0.056 0.022 -0.084
N -6.122 0.484 -0.130 0.062 -0.140 0.131
C -6.176 1.934 -0.114 0.026 0.000 -0.017
C -4.938 -0.110 0.276 -0.140 0.348 0.208
N -3.979 0.474 0.881 0.279 0.300 -0.318
N -4.846 -1.443 -0.100 -0.044 -0.153 -0.192
C -3.739 -2.266 -0.002 0.323 -0.306 0.284
N -3.788 -3.352 -0.852 -0.191 0.049 0.099
N -2.759 -2.021 0.792 -0.088 0.052 -0.198
H -8.097 -0.035 -0.603 -0.019 -0.033 0.027
H -7.823 0.318 1.111 0.037 -0.020 0.009
H -7.250 -1.205 0.431 -0.032 -0.008 -0.020
H -6.974 2.248 -0.787 0.003 0.034 0.027
H -5.236 2.342 -0.479 -0.031 0.035 -0.031
H -6.387 2.338 0.883 0.023 -0.015 0.007
H -4.137 1.433 1.157 -0.273 -0.013 -0.067
H -5.509 -1.717 -0.806 0.056 0.143 -0.110
H -4.689 -3.738 -1.084 0.000 0.003 0.008
H -3.080 -4.051 -0.698 0.033 0.005 -0.031
H -2.054 -2.748 0.764 -0.043 -0.060 -0.033
C 2.296 -0.907 3.950 0.049 -0.012 -0.108
C 3.195 -0.712 2.759 -0.068 0.053 -0.004
C 4.573 -0.597 2.915 0.044 0.020 0.017
C 5.407 -0.414 1.822 0.002 -0.019 -0.019
C 4.868 -0.337 0.548 0.040 0.006 -0.026
C 3.498 -0.452 0.376 -0.125 0.108 -0.106
C 2.661 -0.642 1.469 -0.217 -0.163 0.198
Sb 0.555 -0.935 1.142 0.396 -0.186 -0.899
C 2.140 2.861 -0.039 0.251 0.264 -0.237
C 2.928 3.610 0.819 -0.055 -0.172 0.091
C 3.875 4.478 0.302 0.048 0.005 0.043
C 4.027 4.600 -1.070 -0.040 -0.011 -0.052
C 3.227 3.848 -1.920 0.067 0.046 0.075
C 2.277 2.965 -1.422 -0.128 -0.147 -0.019
C 1.421 2.131 -2.333 0.052 0.040 0.167
C 0.723 -1.857 -0.812 0.073 -0.285 0.254
C -0.109 -1.339 -1.806 0.045 0.113 0.022
C -0.162 -1.906 -3.070 0.049 -0.049 -0.087
C 0.629 -3.009 -3.355 -0.049 0.020 -0.019
C 1.440 -3.548 -2.369 0.085 -0.042 -0.008
C 1.498 -2.995 -1.092 -0.105 0.090 0.023
C 2.376 -3.623 -0.044 0.010 0.031 -0.104
H 2.853 -0.829 4.883 -0.026 0.013 0.014
H 1.824 -1.892 3.912 -0.018 0.009 0.061
H 1.502 -0.156 3.951 -0.007 0.005 0.082
H 5.004 -0.656 3.908 -0.036 0.014 0.024
H 6.476 -0.329 1.965 0.005 0.000 0.018
H 5.510 -0.195 -0.312 -0.004 0.043 0.000
H 3.076 -0.383 -0.621 0.005 -0.043 -0.004
H 2.793 3.500 1.887 -0.042 0.001 -0.004
H 4.494 5.055 0.976 0.002 0.024 -0.004
H 4.762 5.279 -1.482 0.006 0.012 0.008
H 3.334 3.952 -2.993 0.011 -0.027 -0.009
H 1.559 2.430 -3.371 -0.029 0.009 -0.016
H 0.372 2.230 -2.054 -0.040 -0.069 -0.097
H 1.687 1.075 -2.241 -0.072 -0.036 -0.019
H -0.719 -0.468 -1.583 0.003 -0.019 -0.007
H -0.813 -1.492 -3.830 0.012 0.046 0.012
H 0.611 -3.453 -4.343 -0.013 -0.025 0.008
H 2.042 -4.422 -2.596 0.007 -0.008 0.025
H 2.529 -4.685 -0.235 -0.011 -0.008 -0.019
H 1.932 -3.504 0.946 0.060 -0.069 0.053
H 3.352 -3.136 -0.021 0.036 -0.029 0.061
O -0.131 3.908 1.126 0.021 0.239 -0.288
S -0.231 2.485 1.024 0.491 0.911 0.625
O 1.232 1.949 0.474 -0.213 0.041 0.080
O -1.163 2.025 -0.019 -0.254 -0.240 0.138
O -0.381 1.784 2.279 0.112 0.020 0.017
```
Positions in Å, forces in eV/Å.

Atom charges from the Mulliken analysis, given in e for atoms 1 to 4:
1 Pt 1.09
2 C -1.05
3 N 0.03
4 C -1.17